Molecular formula: C2H7NO
Method: DFT, ωB97M-V/def2-TZVPD

Each line ends with the Löwdin charge.
Geometry (Å):
C 0.2107 -1.8108 -0.2864  0.016
C 0.8661 0.4948 0.0377  0.126
N -0.1171 -0.3246 -0.0351  0.196
H 1.2314 -2.1618 -0.2724  0.111
H -0.3559 -2.1313 -1.2022  0.119
H -0.3001 -2.4010 0.4854  0.102
H 0.8049 1.6278 0.2330  0.146
H 1.9130 0.2829 -0.0593  0.135
H -1.0198 2.7546 -0.0163  0.083
H -1.8928 1.4774 0.3654  0.052
O -1.3405 2.1920 0.7502  -0.087

Results
- <S²> = 0.762
- HOMO (alpha / beta) (eV) = -15.86 / -15.80
- total charge = +1
- spin multiplicity = 2
- E_LUMO (alpha / beta) (eV) = -5.61 / -9.79

***

Molecular formula: C2H7NO2
Method: DFT, ωB97M-V/def2-TZVPD

Each line ends with the Löwdin charge.
Geometry (Å):
O 1.0734 -0.0553 -0.9037  -0.221
C 1.0448 0.3978 0.2429  -0.565
C -0.2869 0.9686 0.6209  -0.389
N -0.2695 1.2457 2.0569  -0.050
H 1.8815 0.6906 0.9520  0.051
H -1.1336 0.2762 0.3757  0.093
H -0.3509 1.9003 -0.0105  0.078
H -1.2664 1.0620 2.3053  0.055
H -0.2635 2.1393 2.3411  -0.028
H 0.3064 -3.0482 -2.1061  -0.047
H -0.8246 -2.6148 -2.9134  0.053
O 0.0894 -2.9623 -2.9611  -0.030

Results
- <S²> = 0.753
- HOMO (alpha / beta) (eV) = 0.92 / -2.85
- total charge = -1
- spin multiplicity = 2
- E_LUMO (alpha / beta) (eV) = 4.19 / 4.12

***

Molecular formula: C2H7NO2
Method: DFT, ωB97M-V/def2-TZVPD

Each line ends with the Löwdin charge.
Geometry (Å):
C -0.2505 -0.3040 1.0647  -0.017
C 0.3878 1.0117 0.6561  -0.637
N 0.0221 2.1061 1.3045  0.143
O 1.0149 1.0862 -0.3837  0.027
H -1.3422 -0.1544 1.1138  0.083
H 0.1147 -0.5637 2.0725  0.081
H -0.0412 -1.1481 0.3862  0.081
H -0.5019 2.0604 2.1820  0.116
H 0.2077 3.0116 0.8662  0.127
O 0.3345 -2.3754 -3.4323  -0.087
H 0.3150 -1.6591 -2.7578  0.040
H -0.2609 -3.0713 -3.0723  0.044

Results
- HOMO (eV) = -9.82
- spin multiplicity = 1
- SMILES = CC(N)=O.O
- E_LUMO (eV) = 0.64

***

Molecular formula: C2H7NO2
Method: DFT, ωB97M-V/def2-TZVPD

Each line ends with the Löwdin charge.
Geometry (Å):
C -0.6714 -1.1004 -0.0921  -0.235
N -1.2483 -1.5300 -1.1608  0.207
C -0.7743 -1.9184 1.0938  0.278
O 0.2375 1.7771 -1.1450  -0.189
H -0.0547 -0.2013 0.0052  0.098
H -0.8318 -0.9763 -1.9240  0.089
H 0.0197 2.6466 -1.4979  0.006
H -1.1712 -2.9193 0.9416  0.093
H -0.2879 -1.5070 1.9669  0.089
H 2.1857 1.5779 1.3692  -0.063
H 0.8695 1.9833 -0.3172  -0.076
O 1.7273 2.1679 0.7602  -0.296

Results
- HOMO (eV) = -7.88
- spin multiplicity = 1
- E_LUMO (eV) = -4.86

***

Molecular formula: C2H7NO2S
Method: DFT, ωB97M-V/def2-TZVPD

Each line ends with the Löwdin charge.
Geometry (Å):
C 0.4660 1.3078 -1.9847  -0.065
C 1.5360 1.0108 -1.2737  -0.070
N -1.0818 -0.2980 2.4929  -0.164
O -2.1291 -1.2465 0.3792  -0.447
O 0.3046 -1.6005 0.6768  -0.337
S -1.0000 -0.4649 0.7824  0.837
H 0.4362 1.7776 -2.9340  0.041
H 0.3006 -1.9085 -0.2773  0.077
H -0.4555 0.8514 -1.5700  0.018
H 1.6259 0.3404 -0.4859  0.005
H 2.3963 1.5226 -1.5935  0.031
H -0.3889 -0.8489 2.9986  0.052
H -2.0102 -0.4435 2.7892  0.022

Results
- HOMO (eV) = -10.14
- spin multiplicity = 1
- E_LUMO (eV) = 0.81

***

Molecular formula: C2H7NO2S
Method: DFT, ωB97M-V/def2-TZVPD

Each line ends with the Löwdin charge.
Geometry (Å):
C 1.6352 0.0210 0.5140  -0.148
C 1.0036 0.1924 -0.7696  -0.406
N -2.2619 0.4335 0.6475  0.016
O -0.7046 -1.6941 -0.1032  -0.474
O -1.4228 0.6283 -0.5082  -0.476
S -0.5667 -0.6699 -1.0940  0.942
H 1.2357 0.6839 1.2279  0.071
H 1.2686 -0.9268 0.9183  0.072
H 2.7194 0.0149 0.4082  0.092
H 1.6452 -0.0530 -1.5833  0.070
H 0.8044 1.2790 -0.8228  0.101
H -3.1572 0.7277 0.3729  0.048
H -2.1989 -0.6368 0.7923  0.091

Results
- HOMO (eV) = -8.93
- spin multiplicity = 1
- E_LUMO (eV) = 0.80

***

Molecular formula: C2H7NO2S2
Method: DFT, ωB97M-V/def2-TZVPD

Each line ends with the Löwdin charge.
Geometry (Å):
C 0.7532 -1.3914 -0.1666  -0.621
C 0.1925 -0.0528 -0.4953  -0.528
N -0.0826 0.7797 0.9998  -0.004
O -0.8667 -0.5789 -2.6524  -0.451
O -2.0883 1.0047 -1.1804  -0.357
S -0.4895 -2.3812 0.7589  0.632
S -1.3336 -0.4802 -1.2871  0.843
H 1.7421 -1.4166 0.4582  0.104
H 0.9798 -1.8241 -1.2755  0.130
H 0.7617 0.5885 -1.1396  0.105
H 0.7756 1.3598 1.1073  0.058
H -0.8235 1.4764 0.8304  0.033
H -2.2776 1.6895 -1.9004  0.117
H -0.8298 -1.2333 1.5789  -0.063

Results
- HOMO (eV) = -8.71
- spin multiplicity = 1
- E_LUMO (eV) = 0.47

***

Molecular formula: C2H7NO2S2
Method: DFT, ωB97M-V/def2-TZVPD

Each line ends with the Löwdin charge.
Geometry (Å):
C -1.6350 0.4632 -0.5656  -0.078
C -0.4727 -0.8056 0.9711  -0.059
N -0.9113 0.4063 0.6579  -0.129
O 1.1985 1.0658 -0.4992  -0.319
O 1.8743 -1.1328 -1.4824  -0.466
S 3.1703 -0.4207 1.0360  0.158
S 1.6716 -0.5450 -0.2082  0.280
H -2.0879 1.4601 -0.6495  0.102
H -0.8488 0.2304 -1.3977  0.115
H -2.3241 -0.3854 -0.6217  0.090
H -0.9631 -1.7083 0.5613  0.111
H -0.0553 -1.1321 1.9534  0.109
H 1.9119 1.4013 -0.9245  -0.016
H -0.5284 1.1027 1.1689  0.102

Results
- HOMO (alpha / beta) (eV) = -8.12 / -8.12
- spin multiplicity = 1
- E_LUMO (alpha / beta) (eV) = -0.16 / -0.16

***

Molecular formula: C2H7NO2Si
Method: DFT, ωB97M-V/def2-TZVPD

Each line ends with the Löwdin charge.
Geometry (Å):
C 0.8160 -0.9633 0.7595  -0.097
C 0.6465 0.5156 0.3191  -0.400
Si -1.0562 0.9163 -0.5749  0.735
N 0.4637 1.2634 1.5415  -0.516
O 0.4700 2.4727 1.4207  0.041
O 0.3026 0.6825 2.5521  0.085
H -0.0934 -1.6413 0.7975  0.088
H 1.1496 -0.9789 1.7914  0.061
H 1.5537 -1.3908 -0.0828  0.123
H 1.4005 0.9753 -0.2313  0.087
H -1.3582 2.1985 -1.1916  -0.084
H -1.6443 0.0569 -1.6626  -0.078
H -1.8357 0.6040 0.6171  -0.046

Results
- HOMO (eV) = -11.04
- spin multiplicity = 1
- SMILES = C[C@@H]([SiH3])[N+](=O)[O-]
- E_LUMO (eV) = 0.27

***

Molecular formula: C2H7NO3
Method: DFT, ωB97M-V/def2-TZVPD

Each line ends with the Löwdin charge.
Geometry (Å):
C -0.1403 -0.4110 2.5735  -0.064
N 0.3525 0.3747 1.4408  0.023
C -0.0458 1.6513 1.1076  -0.627
O 0.6359 2.3850 0.4341  0.085
O -1.2532 2.0554 1.5389  0.117
H -0.3711 -1.4025 2.2420  0.076
H 0.5800 -0.4437 3.3968  0.090
H -1.0052 0.0543 3.0222  0.070
H 1.3217 0.2762 1.1841  0.137
H -1.7328 1.3415 1.9801  0.091
O 0.4061 -2.1307 -6.0073  -0.065
H 0.8704 -1.2833 -6.0057  0.036
H 0.3819 -2.4674 -6.9070  0.029

Results
- HOMO (eV) = -10.01
- spin multiplicity = 1
- SMILES = CNC(=O)O.O
- E_LUMO (eV) = 0.55

***

Molecular formula: C2H7NO3
Method: DFT, ωB97M-V/def2-TZVPD

Each line ends with the Löwdin charge.
Geometry (Å):
C 1.0179 -1.5970 -1.8180  -0.057
N 1.1715 -1.0382 -0.4682  0.035
C 0.2653 -0.2867 0.1751  -0.607
O 0.4471 0.3012 1.2205  0.065
O -0.9244 -0.2635 -0.5011  0.102
H 1.9859 -1.9171 -2.1836  0.082
H 0.4383 -2.5176 -1.7503  0.083
H 0.4887 -0.9013 -2.4588  0.084
H 2.1031 -1.0725 -0.0939  0.141
H -1.4170 0.5004 -0.1646  0.104
O -1.6732 2.4221 1.2996  -0.067
H -1.1016 1.6764 1.5468  0.000
H -1.4910 3.0993 1.9561  0.036

Results
- HOMO (eV) = -10.12
- spin multiplicity = 1
- SMILES = CNC(=O)O.O
- E_LUMO (eV) = 0.74

***

Molecular formula: C2H7NO3
Method: DFT, ωB97M-V/def2-TZVPD

Each line ends with the Löwdin charge.
Geometry (Å):
O -3.0037 -0.4966 -1.2880  0.073
C -1.8222 -0.3794 -1.4711  -0.353
O -1.1696 0.5758 -0.7213  -0.016
H -1.1637 -1.0640 -1.9130  0.114
H -0.1833 0.6651 -0.4202  0.120
N 2.2481 1.1846 1.2135  -0.014
C 2.2053 -0.2802 1.2175  -0.256
O 0.9306 -0.7342 0.6348  -0.108
H 1.6291 1.7031 0.5415  0.082
H 2.3505 1.8429 1.9850  0.066
H 2.7300 -0.6913 0.3676  0.104
H 2.3392 -0.6121 2.2951  0.139
H 0.2045 -0.9384 1.1664  0.047

Results
- HOMO (eV) = -9.82
- spin multiplicity = 1
- SMILES = O=CO.NCO
- E_LUMO (eV) = 0.66